(1)
# C5H8OS2

A single C5H8OS2 molecule in a non-equilibrium geometry (wB97M-V/def2-TZVPD, OMol25).

```
16
Properties=species:S:1:pos:R:3:forces:R:3:mulliken_charge:R:1
S 1.65453 1.17687 0.53279 -1.3514 -0.7722 0.4837 -0.139
S -0.65643 0.65956 -1.69853 2.5872 0.7243 2.2182 0.429
O -1.11437 -0.20776 -2.76571 -0.1463 -1.1110 -0.9564 -0.549
C -1.43702 0.00251 -0.18669 0.8672 0.9592 -0.5365 -0.766
C 2.01590 -0.88213 -1.23483 -0.6580 -0.0924 -1.6550 -0.395
C -1.08507 0.64158 1.11440 0.0050 -1.7247 2.0936 -0.438
C 1.33034 0.18227 -0.87934 -1.5827 0.6447 0.5988 -0.104
C 0.27656 0.23428 1.65227 2.6119 1.2146 -0.5604 -0.693
H -2.48002 0.09772 -0.26683 -1.4601 0.1450 -0.8173 0.424
H -1.18508 -1.01320 -0.22734 0.2584 -1.6883 0.1291 0.424
H 3.07595 -1.16038 -1.16135 -0.6477 0.2666 0.7560 0.274
H 1.39461 -1.45548 -1.90654 0.3974 -0.6346 -0.7006 0.243
H -1.06861 1.70916 1.04199 -0.6876 0.6786 0.2726 0.341
H 0.49914 -0.85669 1.53971 -0.1012 0.9948 0.3512 0.339
H 0.66033 0.69623 2.62417 -1.2394 -0.9895 -0.9957 0.331
H -1.88074 0.17545 1.82183 1.1473 1.3850 -0.6810 0.278
```
Forces are in eV/Å.

Results
HOMO-LUMO gap	9.046	eV
energy above the lowest of the compared OMol25 structures with the same formula, charge and spin	3.2918	eV
multiplicity	1
highest occupied orbital energy	-8.60	eV

=====

(2)
# C19H17N4O2S2Zn

A molecular structure, C19H17N4O2S2Zn in a non-equilibrium geometry (wB97M-V/def2-TZVPD, OMol25).

```
45
Properties=species:S:1:pos:R:3:forces:R:3:mulliken_charge:R:1
Zn -0.71955 2.38828 -1.00122 0.7086 -0.1538 1.0044 0.358
S 1.68016 -1.54445 -2.83580 0.0318 0.4465 -0.4291 -0.004
S 0.43343 1.03713 -3.68709 0.2817 -0.3985 -0.0790 -0.121
O -0.75327 2.35018 1.01909 0.0034 1.7056 -0.8879 -0.839
O -0.70584 -1.32134 2.64523 0.1335 -0.4914 0.2216 -0.260
N -1.95105 -0.18426 -2.54653 -0.5196 -0.2688 -0.2667 -0.443
N 1.32891 1.77909 -0.93749 -0.2108 0.8336 -0.0184 -0.699
N -1.06313 0.14077 0.55142 -0.9828 -0.5260 2.1175 -1.084
N -0.58706 0.38339 -0.66682 0.3127 1.5093 -1.7464 -0.315
C -0.86629 -1.97851 -1.21518 0.1655 -0.0743 0.1717 -1.269
C -2.74053 1.65392 4.69738 -0.1115 0.1086 0.0126 -0.698
C 2.40893 2.13711 -0.33663 -0.3886 -0.0029 -0.3355 -0.376
C 0.88905 0.42332 -0.93631 0.4806 -1.1563 0.1831 2.517
C -1.93144 -0.60371 4.57088 -0.0155 -0.0751 -0.0953 -0.796
C 1.56140 -1.21208 -4.61935 -0.1055 -0.0207 0.3920 -0.686
C -1.08420 1.17421 1.37260 -0.2679 -1.6098 -0.7833 1.183
C -1.57482 0.90174 2.72668 0.1417 -0.1384 0.2162 0.288
C -2.21816 1.90847 3.44502 0.0669 -0.2837 -0.0318 -0.618
C 1.62091 -0.52339 -0.02111 -0.4074 -0.3361 -0.0697 0.271
C 1.15817 -1.77570 0.23417 0.5524 0.7880 0.0477 -0.698
C 0.57212 -0.19190 -2.33776 0.2189 -0.1198 -0.5725 0.076
C 0.01584 -2.44988 -0.32621 -0.6664 -0.2004 -0.3367 -0.825
C -1.40372 -0.36583 3.30669 -0.1962 0.3756 0.2207 0.751
C 3.24274 1.24071 0.39423 0.2713 -0.7326 0.2516 -0.892
C 2.81952 -0.03188 0.58727 0.2913 0.4350 0.0485 -0.837
C -0.83805 -0.58560 -1.77727 -0.0632 0.1050 0.2934 1.197
C 1.67989 0.28208 -4.79445 -0.0553 0.2679 0.0772 -0.550
C -2.61582 0.38722 5.24916 0.0816 0.0290 -0.1084 -0.587
H 2.66615 0.65373 -4.52022 -0.0051 -0.0877 -0.0437 0.307
H 4.15829 1.61066 0.82634 0.0153 0.0206 0.0758 0.441
H 0.60399 -1.58330 -4.98317 0.0619 0.0136 -0.1295 0.284
H 3.37236 -0.71734 1.21470 0.1133 0.0035 0.0356 0.456
H -0.65516 -2.11519 3.19611 -0.0680 0.2097 0.0121 0.311
H -1.64350 -2.62015 -1.60162 -0.0879 -0.1480 0.0865 0.519
H 2.37198 -1.76187 -5.09520 0.0374 0.0562 -0.0405 0.479
H 1.43393 0.60590 -5.80451 -0.0252 0.0223 -0.0241 0.441
H -3.25552 2.43328 5.23500 -0.0702 0.0726 0.0658 0.410
H -2.32211 2.87936 2.98445 0.0257 0.0823 0.0030 0.393
H -2.77384 -0.76657 -2.46374 0.1018 -0.0140 0.0096 0.326
H -1.73714 0.03107 -3.51400 0.0156 -0.0977 0.1114 0.244
H 2.65130 3.19138 -0.37368 0.0329 0.0922 0.0530 0.487
H -3.05475 0.16578 6.20961 0.0195 0.0095 0.1226 0.398
H 1.74189 -2.36808 0.92301 0.1521 -0.0469 0.0875 0.572
H -1.81207 -1.58437 5.01179 -0.0013 -0.0868 0.0658 0.327
H -0.10397 -3.47337 -0.00548 -0.0690 -0.1167 0.0113 0.560
```
Forces are in eV/Å.

Results
HOMO-LUMO gap	6.082	eV
energy above the lowest of the compared OMol25 structures with the same formula, charge and spin	5.1445	eV
multiplicity	1
net charge	+1
highest occupied orbital energy	-10.82	eV

=====

(3)
# C4H9IOS

2 unconnected molecules or ions with the total composition C4H9IOS in a non-equilibrium geometry (wB97M-V/def2-TZVPD, OMol25).

```
16
Properties=species:S:1:pos:R:3:forces:R:3:mulliken_charge:R:1
I 1.79646 -2.83212 -0.46631 -0.0103 0.0575 -0.3142 -0.047
S 0.41114 -2.52687 1.40722 -0.7692 0.0137 0.0089 -0.475
O -1.62497 -1.05194 -1.01889 0.4089 0.8621 -0.0847 -0.392
C 0.54549 0.54745 1.27868 3.1644 3.1579 -0.9856 -1.629
C -0.39824 0.71245 0.12247 -1.7784 1.6454 -0.2983 1.326
C -1.42347 -0.39478 0.09501 3.1469 -1.5481 -0.8475 -0.408
C 0.29836 0.94440 -1.18644 0.3691 0.3290 -0.9975 -1.627
H 0.01036 0.31177 2.09459 -1.5864 -0.9532 3.1078 0.508
H 0.76589 0.02114 -1.53835 0.7127 0.2385 0.1923 0.338
H 1.29928 1.40282 1.58365 -2.1209 -0.6269 -0.9754 0.337
H -0.29074 1.30455 -2.05065 -0.2995 -0.0523 0.6363 0.376
H -0.97854 1.67543 0.28080 0.1499 -0.9290 0.2365 0.123
H -1.72808 -0.88302 1.02415 -0.8683 0.2244 -0.3104 0.494
H 1.00657 1.76255 -0.97169 0.1717 -0.6993 -0.4296 0.369
H -0.96038 -0.80990 -1.75285 -1.2087 -0.1746 1.4827 0.419
H 1.27087 -0.18393 1.09860 0.5181 -1.5453 -0.4211 0.287
```
Forces are in eV/Å.

Results
HOMO-LUMO gap (alpha / beta)	6.043 / 5.669	eV
energy above the lowest of the compared OMol25 structures with the same formula, charge and spin	3.0020	eV
multiplicity	1
highest occupied orbital energy (alpha / beta)	-7.29 / -7.22	eV